Record 1
25
Properties=species:S:1:pos:R:3:forces:R:3:nbo_charge:R:1 method="wB97M-V/def2-TZVPD" relative_energy_kcal_mol=36.1 lumo_ev=0.72 e_tot_ev=-12538.87023
C -3.0651 0.7061 -0.8618 0.452 -0.017 0.270 -0.08
C -3.8760 -0.7984 0.3968 -0.087 -0.085 0.020 0.16
C -2.0796 0.4137 0.0520 -0.444 0.261 -0.341 -0.01
C -0.5223 2.2313 0.6170 -0.291 0.266 0.072 -0.41
C -0.7842 0.9970 0.2478 3.846 -2.061 -0.452 0.02
C 0.7368 -0.2857 -1.6464 0.033 0.006 0.152 -0.64
C 2.0177 0.5171 0.3844 -0.226 -0.053 -0.023 -0.65
C 0.4737 -1.4602 0.5604 0.059 0.076 -0.177 -0.65
C 0.7771 -0.1543 -0.1406 -3.166 1.870 0.603 0.07
N -4.1640 -0.0535 -0.6327 -0.643 -0.267 -0.100 -0.45
N -2.6210 -0.5643 0.8513 0.041 -0.051 0.012 -0.51
H -3.0421 1.4213 -1.6584 0.147 0.185 -0.160 0.21
H -4.5369 -1.5111 0.8469 -0.102 -0.198 0.151 0.19
H 0.4771 2.6111 0.7201 0.324 0.022 -0.024 0.20
H -1.3162 2.9282 0.8470 -0.182 0.072 0.005 0.20
H 1.4329 -1.0601 -1.9728 0.099 -0.082 -0.082 0.20
H -0.2605 -0.5631 -1.9842 -0.057 -0.064 -0.033 0.22
H 1.0123 0.6493 -2.1282 0.022 0.086 -0.058 0.21
H 2.8697 -0.1470 0.2280 0.108 -0.029 -0.021 0.22
H 1.9382 0.7165 1.4510 0.026 0.037 0.093 0.22
H 2.2197 1.4467 -0.1396 0.049 0.134 -0.034 0.21
H 0.3694 -1.3164 1.6334 -0.001 -0.015 0.155 0.21
H 1.2882 -2.1690 0.3949 0.067 -0.066 -0.003 0.21
H -0.4349 -1.9090 0.1627 -0.049 -0.056 0.013 0.22
H -2.1734 -0.9921 1.6435 -0.027 0.031 -0.038 0.42

Record 2
78
Properties=species:S:1:pos:R:3:forces:R:3:lowdin_charge:R:1 method="wB97M-V/def2-TZVPD" lumo_ev=0.90 e_tot_ev=-1536549.92893 charge=-1
O 7.7187 1.4829 2.6975 0.733 -0.208 -0.270 0.09
C 7.3864 1.0227 1.6452 -1.016 0.869 0.574 -0.34
O 6.1149 1.3035 1.1913 0.891 -1.130 -0.022 -0.12
C 5.3358 0.1095 0.9462 -0.965 -0.434 -0.261 -0.20
C 4.8558 -0.6416 2.2430 0.090 0.051 0.147 -0.20
C 3.3683 -0.3591 2.6244 -1.120 -2.112 0.037 -0.74
I 3.4759 1.7841 3.2846 -0.331 0.754 -0.375 0.85
C 2.7819 -1.0213 3.9706 1.193 2.954 1.320 -0.36
O 1.4193 -0.6279 3.9583 1.669 -0.939 -1.022 -0.37
P 0.8853 -1.2594 2.3883 -1.723 -1.249 0.924 0.57
C -0.6446 -1.8936 3.3239 -0.951 -0.564 0.107 -0.37
C -2.0665 -1.3821 2.9200 -0.222 -1.000 0.226 -0.47
S -2.7843 -0.3414 4.3008 -0.560 0.668 -0.677 0.92
C -2.7777 1.3806 3.8045 0.196 -0.232 -0.506 -0.65
N -3.5729 2.1351 3.0376 2.396 -1.269 1.948 0.04
N -2.9618 3.3580 3.0691 1.215 2.002 0.050 0.00
C -1.8632 3.3446 3.7988 -2.032 -1.927 -0.507 -0.14
O -1.7054 2.0760 4.3158 -0.571 0.880 -0.627 -0.03
C 0.1487 0.4030 1.7757 0.521 0.986 -0.913 -0.23
C -0.4666 0.3228 0.3065 -1.167 1.068 1.549 -0.19
C 0.2454 1.2249 -0.7260 -0.350 -1.528 0.583 -0.51
O 0.6659 0.7424 -1.7452 -0.143 0.845 -0.284 0.07
O 0.3299 2.5730 -0.4741 0.360 -0.711 0.160 0.07
O 2.3979 -0.6548 1.6592 2.733 0.298 0.981 -0.33
H 8.0797 0.4270 1.0009 -0.738 0.135 0.134 0.11
H 5.9346 -0.5800 0.3002 -0.609 0.509 0.410 0.07
H 4.4063 0.4526 0.4200 1.032 -0.322 0.198 0.13
H 5.4794 -0.3262 3.1239 -0.485 -0.311 -0.803 0.10
H 5.0162 -1.7399 2.1003 -0.359 0.721 0.042 0.09
H 3.0612 -2.0759 4.2087 -0.611 0.416 -0.825 0.11
H 3.2273 -0.4019 4.7907 -0.087 -0.839 -0.393 0.06
H 0.5296 -2.0433 1.2128 -0.010 0.930 -0.261 0.00
H 1.5072 -2.5149 2.8041 0.352 0.284 -0.174 0.02
H -0.6448 -3.0200 3.2322 0.017 0.991 -0.167 0.07
H -0.5021 -1.7100 4.4207 -0.104 -0.036 -1.048 0.06
H -2.7526 -2.2760 2.9111 0.373 1.018 0.046 0.07
H -2.1897 -0.9134 1.9200 0.268 -0.007 0.779 0.06
H -1.1459 4.1398 4.0516 -0.626 -0.649 -0.266 0.14
H -0.5283 0.9023 2.5068 0.302 -0.585 -0.578 0.06
H 1.0335 1.0884 1.6663 -0.748 -0.606 0.544 0.03
H -1.5139 0.7394 0.4168 1.278 -0.462 -0.296 0.00
H -0.6064 -0.7220 -0.0486 0.678 0.894 0.070 0.01
H 0.4476 2.7152 0.4835 -0.363 -0.180 -0.288 0.11
C 7.9223 -3.7295 0.0646 0.002 -0.117 0.021 -1.60
Br 7.5710 -3.6133 1.9621 0.023 0.033 -0.243 0.58
Br 6.5438 -4.7147 -0.8629 0.180 0.257 0.043 0.55
Br 8.2060 -1.9841 -0.7186 0.033 -0.272 -0.011 0.61
H 8.8457 -4.2855 -0.0542 -0.121 0.078 0.013 -0.03
C -0.8538 -3.1519 -2.6275 0.225 0.141 0.025 -1.60
Br -1.3584 -5.0082 -2.8510 0.013 0.166 0.036 0.54
Br -2.2171 -2.1485 -1.6922 0.015 -0.236 -0.183 0.62
Br 0.8724 -2.9727 -1.7828 -0.301 -0.051 -0.091 0.61
H -0.7697 -2.7238 -3.6200 -0.054 -0.067 0.128 -0.03
C -3.2235 1.5140 -2.5264 0.179 -0.063 0.127 -1.58
Br -3.6031 1.5047 -0.6302 -0.503 0.193 -0.441 0.64
Br -4.5517 0.5253 -3.5419 0.216 0.216 0.225 0.51
Br -3.0025 3.3139 -3.1978 -0.007 -0.304 0.182 0.54
H -2.2726 1.0063 -2.6629 -0.120 0.027 0.007 -0.04
C -4.8584 6.5278 -5.3637 0.045 -0.134 -0.096 -1.60
Br -5.3512 4.6712 -5.5775 -0.081 0.359 0.009 0.52
Br -6.2253 7.5364 -4.4352 0.155 -0.096 -0.083 0.58
Br -3.1295 6.7199 -4.5204 -0.241 -0.019 -0.065 0.57
H -4.7751 6.9504 -6.3585 -0.032 -0.024 0.150 -0.03
C -9.6045 6.1736 -2.9667 0.071 -0.059 0.018 -1.65
Br -8.9217 4.3680 -2.9921 -0.090 0.237 -0.012 0.56
Br -10.6164 6.5817 -4.5639 0.099 -0.054 0.186 0.55
Br -10.6193 6.5359 -1.3609 0.088 -0.056 -0.208 0.56
H -8.7464 6.8365 -2.9566 -0.107 -0.098 -0.006 -0.08
C -7.7992 -0.2064 -6.4214 -0.031 0.045 0.065 -1.61
Br -7.1375 -1.5352 -5.1813 -0.044 0.187 -0.196 0.56
Br -6.6578 1.3530 -6.4875 -0.178 -0.249 -0.096 0.53
Br -8.0949 -0.9527 -8.1811 0.068 0.077 0.199 0.56
H -8.7634 0.1218 -6.0497 0.129 -0.045 -0.055 -0.03
C 7.2051 -8.6000 0.5149 -0.111 0.030 0.061 -1.62
Br 6.5220 -8.7406 -1.2890 0.100 0.041 0.202 0.55
Br 9.0702 -8.0846 0.5379 -0.202 -0.001 -0.031 0.55
Br 6.1261 -7.4234 1.6006 0.134 -0.238 -0.067 0.55
H 7.1427 -9.5883 0.9560 0.041 0.128 -0.077 -0.03

Record 3
10
Properties=species:S:1:pos:R:3:forces:R:3:nbo_charge:R:1 method="wB97M-V/def2-TZVPD" relative_energy_kcal_mol=112.5 lumo_ev="-9.70 / -9.44" e_tot_ev=-23828.78050 s_squared=0.753 multiplicity=2 charge=+1
C -1.1565 -0.9011 -0.0920 0.107 -0.197 -1.146 -0.77
S -0.7202 0.4354 -1.2181 0.874 0.483 1.616 0.62
S 1.3398 -0.1845 2.2981 -0.325 0.542 -0.805 0.33
C 0.8471 0.9446 -0.4755 -0.519 0.872 -3.247 -0.70
H -1.4231 -0.4813 0.8635 -0.099 0.605 0.608 0.26
H -2.0411 -1.3849 -0.4992 0.051 -0.140 -0.038 0.28
H -0.3436 -1.5908 0.0596 0.181 -0.368 -0.162 0.25
H 0.7488 0.7531 0.5990 -0.014 -0.679 2.550 0.17
H 1.6993 0.3923 -0.8572 0.082 -0.521 0.444 0.27
H 1.0495 2.0172 -0.6783 -0.338 -0.597 0.180 0.28

Record 4
105
Properties=species:S:1:pos:R:3:forces:R:3:lowdin_charge:R:1 method="wB97M-V/def2-TZVPD" lumo_ev=-4.43 e_tot_ev=-158618.65848 charge=+1
C -3.9297 -4.0774 -2.6779 0.153 0.094 0.297 -0.08
C -3.4605 -2.8754 -1.8311 -0.316 -0.842 -0.067 -0.24
C -2.0306 -3.1562 -1.3331 -0.146 0.689 -0.534 -0.37
C -1.0238 -2.8123 -2.4700 -0.429 -0.261 0.198 -0.04
C -1.6889 -2.5448 0.0502 1.112 -1.300 -1.215 -0.58
Br -2.8197 -3.5717 1.3200 -0.142 0.588 0.242 0.92
C -0.2557 -2.9975 0.4573 -0.584 0.828 1.212 -0.13
C 0.0738 -1.9220 1.4470 0.811 -0.336 -1.015 -0.18
S 1.4723 -2.2367 2.5714 0.196 -0.816 3.441 0.80
O 1.6587 -1.2735 3.6051 -0.257 1.424 -2.349 -0.30
O 1.2215 -3.5596 3.0520 -0.280 -0.261 -1.142 -0.22
C 3.0560 -2.3842 1.5734 -0.873 -0.532 -1.339 -0.47
F 2.9333 -3.5499 0.9098 -0.180 0.000 -0.157 0.14
F 4.0716 -2.5040 2.3908 0.022 0.501 0.528 0.20
C 3.2676 -1.3061 0.4841 1.618 0.160 -0.046 -0.36
F 2.2997 -1.3722 -0.4437 -0.455 0.013 0.369 0.16
F 4.4207 -1.6377 -0.1405 0.053 -0.100 0.148 0.17
C 3.4490 0.1504 0.9849 -0.378 0.139 -1.039 -0.35
F 2.1968 0.6665 1.1014 -0.001 -0.060 0.415 0.14
F 4.1010 0.2101 2.1355 -0.144 -0.114 0.242 0.21
C 4.1861 1.0599 -0.0518 -0.527 0.840 0.587 -0.57
F 3.8839 2.3221 0.2770 0.041 0.138 0.104 0.18
F 3.7232 0.8607 -1.2765 0.189 -0.391 -0.267 0.20
F 5.4901 0.9318 0.0174 0.268 -0.404 -0.258 0.22
N -0.6759 -0.8938 1.3987 0.327 -0.023 0.384 0.08
C -0.5573 0.2770 2.2663 -0.366 0.896 0.946 -0.05
C -1.5645 0.2393 3.4378 0.216 -0.489 -0.348 -0.12
O -0.8294 0.4894 4.6353 -0.056 0.447 -0.101 -0.01
C -1.6276 0.6045 5.7126 -0.424 0.000 0.601 -0.32
O -2.7857 0.3098 5.7360 -0.072 -0.019 -0.325 0.10
C -1.6901 -1.0108 0.2667 -1.162 -0.200 0.320 -0.28
C -3.0944 -0.5393 0.6776 0.079 1.090 0.478 -0.12
C -3.3922 0.9787 0.6446 -0.341 -0.252 0.172 -0.14
C -4.3100 1.4344 -0.4858 0.221 0.804 -0.273 -0.20
O -4.4001 2.8511 -0.4466 -0.343 0.122 0.147 -0.18
C -3.3693 3.4987 -1.1476 0.199 0.114 -0.297 -0.14
C -1.0537 -0.1405 -0.8245 0.365 -0.118 -0.380 -0.16
O -1.9129 -0.0255 -1.9076 0.013 -0.189 0.085 -0.17
C -1.3571 0.7559 -2.9640 0.330 0.115 -0.360 -0.07
H -4.7462 -3.8000 -3.3417 0.065 -0.099 -0.086 0.08
H -4.2810 -4.8692 -2.0113 -0.043 0.022 -0.056 0.08
H -3.1013 -4.5092 -3.2437 -0.135 0.168 -0.263 0.08
H -3.5178 -1.9586 -2.4164 0.157 0.084 0.180 0.11
H -4.1705 -2.8226 -1.0027 0.105 0.270 0.029 0.07
H -1.9734 -4.2384 -1.1960 0.044 0.071 0.370 0.12
H -1.5369 -2.2296 -3.2282 0.276 0.114 -0.015 0.04
H -0.6857 -3.7316 -2.9486 0.109 0.047 0.038 0.09
H -0.1463 -2.2673 -2.1283 0.041 -0.017 -0.150 0.06
H 0.5108 -3.0285 -0.3176 -0.177 -0.051 -0.149 0.13
H -0.2868 -3.9260 1.0256 0.244 -0.220 -0.374 0.10
H -0.7311 1.1921 1.7056 0.011 -0.292 -0.392 0.13
H 0.4309 0.3676 2.7084 0.065 -0.401 -0.207 0.11
H -2.0376 -0.7427 3.5031 -0.120 0.093 0.035 0.13
H -2.3204 1.0086 3.2902 -0.121 -0.119 0.184 0.13
H -1.1287 1.0220 6.5931 0.492 -0.123 -0.245 0.15
H -3.2709 -0.8696 1.7010 0.028 -0.244 -0.120 0.08
H -3.8550 -1.0406 0.0812 0.287 -0.166 -0.177 0.11
H -2.5113 1.6224 0.6294 0.091 -0.167 -0.050 0.09
H -3.9166 1.2128 1.5748 0.044 0.145 -0.057 0.12
H -3.9327 1.1558 -1.4740 -0.039 -0.360 0.125 0.11
H -5.3312 1.0693 -0.3614 0.112 -0.184 0.048 0.14
H -3.4775 4.5793 -1.0496 -0.198 -0.081 0.180 0.09
H -2.3653 3.2512 -0.7955 -0.124 -0.181 0.157 0.04
H -3.3916 3.2783 -2.2233 -0.062 -0.142 0.075 0.08
H -0.8312 0.8616 -0.4296 -0.076 -0.091 0.210 0.13
H -0.0733 -0.5628 -1.0956 -0.095 -0.031 -0.108 0.13
H -0.6788 1.5230 -2.5808 -0.219 0.107 0.103 0.07
H -2.1809 1.2296 -3.4960 -0.025 0.042 0.132 0.10
H -0.8164 0.1425 -3.6954 -0.113 -0.033 0.508 0.05
C 5.6316 -3.5783 6.7355 0.009 0.058 -0.011 -0.11
C 5.1922 -2.4446 7.6548 0.162 -0.174 -0.136 -0.26
C 3.6818 -2.4381 7.9145 0.238 0.162 0.189 -0.18
C 2.9114 -2.1932 6.6963 -0.092 -0.094 0.028 -0.17
N 2.3079 -2.0104 5.7350 0.369 -0.385 1.206 0.18
H 5.1795 -3.4862 5.7461 -0.036 -0.016 0.016 0.06
H 6.7136 -3.5661 6.6074 -0.001 -0.023 -0.004 0.07
H 5.3532 -4.5492 7.1488 -0.005 -0.006 -0.015 0.08
H 5.4987 -1.4880 7.2278 -0.064 0.039 0.043 0.11
H 5.7042 -2.5427 8.6131 -0.074 0.047 0.044 0.11
H 3.4376 -1.6608 8.6404 -0.092 0.013 -0.047 0.12
H 3.3703 -3.3881 8.3522 -0.062 -0.026 -0.096 0.12
C 1.8120 0.1658 -7.1905 -0.028 -0.034 -0.007 -0.11
C 0.6242 -0.0958 -8.1093 0.270 0.016 0.087 -0.26
C -0.7173 0.2869 -7.4742 0.059 -0.022 -0.349 -0.18
C -1.0237 -0.5252 -6.2992 -0.091 0.024 0.009 -0.19
N -1.2601 -1.1606 -5.3720 0.020 -0.109 -0.352 0.18
H 1.7531 -0.4373 -6.2824 -0.020 0.015 0.009 0.07
H 2.7445 -0.0861 -7.6941 0.012 0.012 0.016 0.07
H 1.8598 1.2175 -6.9010 0.005 -0.003 0.008 0.08
H 0.6105 -1.1478 -8.3983 -0.087 0.004 -0.012 0.11
H 0.7460 0.4833 -9.0255 -0.103 0.003 -0.012 0.11
H -1.5197 0.1568 -8.2021 -0.071 -0.034 0.085 0.12
H -0.7144 1.3418 -7.1927 -0.008 -0.030 0.115 0.12
C -0.6210 7.5578 -0.4766 0.019 -0.050 0.026 -0.10
C 0.7281 6.8482 -0.4581 -0.221 0.170 0.080 -0.26
C 1.0082 6.0641 -1.7455 0.244 0.118 0.238 -0.18
C 0.0609 4.9691 -1.9429 -0.022 0.041 -0.166 -0.18
N -0.6950 4.1188 -2.1016 0.346 0.073 -0.075 0.18
H -1.4452 6.8462 -0.5521 0.004 0.000 -0.033 0.07
H -0.7618 8.1297 0.4398 -0.016 0.013 -0.011 0.08
H -0.6890 8.2494 -1.3178 -0.015 -0.002 -0.002 0.08
H 0.7767 6.1778 0.4022 0.061 -0.049 -0.042 0.11
H 1.5198 7.5873 -0.3293 0.067 -0.064 -0.049 0.11
H 2.0163 5.6472 -1.7106 -0.035 -0.088 -0.061 0.12
H 0.9720 6.7307 -2.6088 -0.103 -0.058 -0.044 0.13

Record 5
12
Properties=species:S:1:pos:R:3:forces:R:3:nbo_charge:R:1 method="wB97M-V/def2-TZVPD" relative_energy_kcal_mol=100.5 lumo_ev=0.68 e_tot_ev=-8336.10091
O 0.9851 1.1201 -1.0333 0.358 0.123 0.092 -0.68
C 0.1132 0.3136 -0.3185 -0.444 0.026 -0.324 0.05
C 0.3633 -1.1640 -0.3800 -1.330 -1.608 0.254 -0.64
C -1.3619 0.2204 -0.7600 -0.569 0.807 0.132 0.29
O -1.7814 0.4498 0.4957 -0.074 -0.085 -0.700 -0.47
C -0.4815 0.8007 1.0120 0.280 0.178 0.430 -0.10
H 1.8889 0.8201 -0.8643 -0.183 0.107 -0.115 0.47
H 0.7722 -1.5236 -1.3286 0.115 0.468 0.107 0.24
H 0.9038 -1.5884 0.4662 0.066 0.059 -0.019 0.22
H -0.7025 -1.6148 -0.3901 1.563 0.020 0.210 0.24
H -0.2738 0.2871 1.9517 0.122 -0.080 -0.039 0.18
H -0.4255 1.8790 1.1492 0.096 -0.014 -0.028 0.20